{
  "formula": "C33H92O13",
  "method": "ωB97M-V with the def2-TZVPD basis set",
  "symbols": ["O", "H", "H", "O", "H", "H", "C", "C", "C", "O", "H", "H", "H", "H", "H", "H", "H", "H", "C", "C", "C", "O", "H", "H", "H", "H", "H", "H", "H", "H", "C", "C", "C", "O", "H", "H", "H", "H", "H", "H", "H", "H", "C", "C", "C", "O", "H", "H", "H", "H", "H", "H", "H", "H", "C", "C", "C", "O", "H", "H", "H", "H", "H", "H", "H", "H", "C", "C", "C", "O", "H", "H", "H", "H", "H", "H", "H", "H", "C", "C", "C", "O", "H", "H", "H", "H", "H", "H", "H", "H", "C", "C", "C", "O", "H", "H", "H", "H", "H", "H", "H", "H", "C", "C", "C", "O", "H", "H", "H", "H", "H", "H", "H", "H", "C", "C", "C", "O", "H", "H", "H", "H", "H", "H", "H", "H", "C", "C", "C", "O", "H", "H", "H", "H", "H", "H", "H", "H"],
  "xyz": [[-0.400866, -3.570092, -1.291571], [0.155284, -2.865732, -1.624461], [-0.578636, -4.117382, -2.056491], [2.065084, -3.674712, 1.066629], [2.200404, -4.612802, 1.200439], [1.219674, -3.493222, 1.477219], [-5.658106, -1.536712, -2.541331], [-4.888526, -2.610112, -3.319751], [-3.528056, -2.177722, -3.822741], [-4.658526, -3.713282, -2.533681], [-5.400776, -0.539612, -2.898641], [-5.330086, -1.552902, -1.501981], [-6.729156, -1.674792, -2.689221], [-5.523416, -2.834652, -4.176841], [-3.658226, -1.363042, -4.535101], [-3.056366, -3.035572, -4.302031], [-2.891166, -1.863202, -2.995981], [-5.519166, -3.926162, -2.165461], [3.195074, 3.808018, -1.763831], [2.047714, 4.674478, -2.344951], [1.959704, 4.492928, -3.837081], [0.857564, 4.159638, -1.831941], [3.206474, 3.779738, -0.674261], [4.173924, 4.031128, -2.188311], [3.164754, 2.746968, -2.011511], [2.163814, 5.746318, -2.184381], [1.349304, 5.292038, -4.257701], [1.572794, 3.550228, -4.224021], [2.936334, 4.682248, -4.282561], [0.179604, 4.668058, -2.283031], [-3.159646, 0.924968, 4.954189], [-3.910706, 1.179318, 3.634039], [-3.285106, 0.498838, 2.405909], [-5.270636, 0.742118, 3.720799], [-2.164316, 1.321058, 4.752879], [-3.220916, -0.135232, 5.199809], [-3.573666, 1.584488, 5.716899], [-3.872326, 2.254548, 3.459379], [-2.238706, 0.707398, 2.183109], [-3.869296, 0.788248, 1.532359], [-3.289066, -0.588232, 2.326149], [-5.676466, 0.995028, 2.888369], [-1.902536, 5.864748, 1.007829], [-2.190486, 4.342788, 1.157629], [-1.006466, 3.641188, 1.912729], [-3.412156, 4.123248, 1.788269], [-0.939566, 6.042858, 0.529219], [-1.881526, 6.378748, 1.968799], [-2.630766, 6.307128, 0.328059], [-2.290536, 4.019898, 0.121379], [-0.844036, 4.235098, 2.812159], [-0.085276, 3.710778, 1.334229], [-1.268346, 2.612988, 2.162399], [-3.536666, 4.590948, 2.617339], [-0.478846, -1.177612, 4.579449], [0.458014, -2.386642, 4.678349], [0.757264, -2.797362, 6.163909], [-0.318796, -3.502702, 4.171799], [-1.339136, -1.414902, 5.205299], [-0.837286, -0.990932, 3.567139], [-0.070916, -0.242532, 4.963279], [1.375874, -2.300792, 4.096749], [1.411724, -3.665692, 6.240069], [-0.148466, -3.091892, 6.694009], [1.209554, -1.954772, 6.686949], [-0.387926, -3.301512, 3.235669], [-0.517056, 0.268528, -7.834261], [-0.312476, -0.093752, -6.381581], [-0.285676, 1.105078, -5.427511], [-1.250306, -1.013492, -5.962661], [-0.257396, -0.471242, -8.591511], [0.075064, 1.151368, -8.075311], [-1.572506, 0.525278, -7.924841], [0.673384, -0.555532, -6.327441], [-0.657316, 0.887308, -4.426231], [-0.900706, 1.889478, -5.868601], [0.740644, 1.457018, -5.323051], [-0.858776, -1.516202, -5.244611], [4.258974, -0.932202, 1.659539], [4.912904, -2.174972, 1.091339], [6.358174, -1.875552, 0.855629], [4.804674, -3.214172, 2.040619], [4.469814, -0.770672, 2.716689], [3.213624, -1.229042, 1.574499], [4.406314, -0.043672, 1.045609], [4.488924, -2.412412, 0.115649], [6.907184, -2.712112, 0.423349], [6.823364, -1.662222, 1.818019], [6.385784, -0.974502, 0.242889], [3.895164, -3.519662, 2.007989], [3.184004, 2.785978, 2.309019], [2.349044, 3.277708, 3.431769], [1.470684, 2.250088, 4.172089], [3.248674, 3.739638, 4.459769], [3.954254, 3.528088, 2.099069], [2.578644, 2.548148, 1.434339], [3.708414, 1.890798, 2.643289], [1.791824, 4.166898, 3.136889], [2.124184, 1.588488, 4.740709], [0.786244, 1.793318, 3.457249], [0.900214, 2.847998, 4.882839], [4.050914, 3.922288, 3.965139], [-3.184236, -3.048202, 0.346619], [-2.206386, -3.668412, 1.407099], [-1.866936, -5.165142, 1.339239], [-0.984886, -3.032912, 1.318879], [-2.680836, -2.845312, -0.598641], [-3.470596, -2.034562, 0.627019], [-4.106686, -3.576832, 0.106339], [-2.454266, -3.503782, 2.455699], [-1.106066, -5.493862, 2.047139], [-1.311486, -5.395102, 0.430019], [-2.807286, -5.714702, 1.296689], [-0.852676, -3.128222, 0.372809], [3.009554, -2.756862, -2.301661], [2.633594, -1.305332, -2.660441], [3.199524, -0.830682, -3.983711], [1.257504, -1.312352, -2.696351], [2.646894, -2.942252, -1.290611], [4.098354, -2.759792, -2.352651], [2.550954, -3.470152, -2.986491], [2.821344, -0.600882, -1.850131], [2.877134, -1.525572, -4.759141], [4.288364, -0.828992, -3.933401], [2.891954, 0.175648, -4.267961], [1.040334, -0.465422, -2.299931], [-1.488626, 0.496228, -1.016371], [-0.157526, 0.983118, -0.445431], [0.535544, 0.061358, 0.638759], [0.768634, 1.117368, -1.552041], [-1.424706, -0.560372, -1.276381], [-1.935136, 0.992648, -1.877941], [-2.129976, 0.513978, -0.135201], [-0.167996, 2.034418, -0.157741], [0.731184, -0.916732, 0.199249], [-0.032286, -0.131212, 1.549029], [1.504784, 0.375258, 1.026239], [0.825794, 2.025838, -1.857011]],
  "forces_ev_per_angstrom": [[-0.107, -0.162, 0.075], [0.567, 0.610, -0.371], [-0.190, -0.203, -0.118], [0.511, 0.168, -0.022], [-0.070, -0.373, -0.091], [-0.605, 0.108, 0.124], [0.659, 0.327, -0.298], [0.134, 1.753, -0.740], [-0.353, 0.173, -0.115], [-0.391, -1.501, 0.830], [-0.113, 0.064, -0.215], [-0.343, -0.134, 0.174], [-0.037, 0.011, 0.482], [0.051, -0.395, -0.376], [0.325, -0.037, -0.039], [0.059, 0.104, -0.163], [0.007, 0.126, 0.086], [0.017, -0.509, 0.339], [0.063, -0.039, 0.004], [1.601, -1.947, -0.909], [0.725, 1.008, -1.231], [-1.148, 0.119, 1.124], [0.166, 0.548, 0.033], [0.017, 0.780, 0.317], [-0.941, -0.147, -0.400], [0.165, 0.013, 0.642], [-0.359, 0.007, -0.078], [0.091, -0.184, 0.502], [0.157, -0.178, -0.132], [-0.572, -0.174, 0.151], [-0.837, 0.647, -1.224], [0.540, -0.741, -0.075], [0.093, -0.212, -0.576], [0.296, 0.220, 0.403], [0.349, -0.565, 0.265], [0.327, 0.214, 0.261], [-0.196, -0.383, 0.224], [-0.112, 0.127, -0.139], [0.046, 0.620, 0.273], [0.050, 0.354, -0.206], [-0.411, -0.249, 0.914], [-0.224, -0.037, -0.053], [0.079, -0.584, -0.255], [1.782, 1.298, 0.272], [-1.048, 0.921, -0.620], [-1.108, -0.704, -0.174], [0.212, -0.197, 0.074], [-0.177, 0.024, 0.062], [-0.254, 0.108, 0.308], [-0.106, -0.682, 0.142], [0.032, -0.222, 0.310], [-0.019, -0.200, -0.097], [0.167, 0.074, -0.027], [0.483, 0.252, 0.002], [0.342, 0.021, 0.574], [-1.236, -1.077, 1.411], [0.107, 0.608, -0.879], [0.795, 0.283, -0.109], [-0.087, 0.004, -0.103], [0.090, -0.188, -0.125], [0.285, -0.002, 0.008], [0.150, 0.210, 0.048], [0.188, 0.131, -0.309], [-0.253, 0.261, -0.250], [0.084, -0.042, 0.112], [-0.361, -0.265, -0.488], [-0.505, 0.730, 0.045], [1.906, 0.194, 0.199], [0.044, 0.397, -0.615], [-1.278, -1.206, -0.002], [-0.083, -0.366, 0.435], [-0.037, 0.145, 0.051], [-0.099, 0.111, -0.359], [0.321, -0.184, 0.123], [-0.017, -0.293, -0.113], [-0.035, 0.293, 0.227], [-0.002, 0.247, -0.050], [-0.133, -0.052, 0.171], [-1.440, -0.562, -0.477], [1.024, 0.740, 0.377], [0.588, -0.133, 0.341], [0.159, -0.432, -0.290], [0.351, 0.017, -0.143], [-0.496, 0.631, 0.350], [0.114, 0.054, 0.097], [-0.473, -0.295, 0.100], [-0.041, 0.103, -0.262], [0.124, 0.149, 0.049], [0.435, -0.147, -0.190], [-0.330, 0.016, 0.060], [0.100, -0.795, -0.222], [-0.098, 0.252, 1.740], [0.136, 1.348, -0.799], [0.238, 0.067, -0.199], [-0.093, 0.127, -0.519], [0.194, 0.062, -0.181], [0.013, -0.210, -0.156], [-0.485, -0.149, -0.257], [-0.196, -0.315, -0.338], [0.028, -0.459, 0.259], [-0.199, -0.256, 0.134], [0.340, 0.301, 0.508], [0.287, 0.106, 0.519], [-0.768, -1.164, 0.899], [-0.594, -0.017, -1.438], [1.435, 1.663, -0.329], [0.257, -0.628, -0.064], [-0.090, -0.006, 0.563], [0.216, -0.319, 0.292], [-1.106, 0.234, -0.088], [-0.739, 0.210, 0.869], [-0.372, 0.222, -0.640], [0.271, -0.563, 0.456], [1.163, 0.240, -0.643], [0.697, 1.530, 0.099], [0.472, -0.949, 0.103], [0.459, -0.183, 0.101], [-2.475, -0.243, -0.366], [0.206, -0.228, -0.005], [0.100, -0.782, 0.171], [0.141, 0.123, -0.163], [1.192, -0.088, 0.174], [0.053, 0.002, -0.133], [0.114, -0.060, -0.144], [-0.218, 0.025, 0.185], [-0.935, 0.681, -0.084], [0.175, -0.841, 1.626], [1.447, 0.693, -0.708], [-0.616, 0.099, -0.622], [0.784, -1.137, -0.329], [0.240, -0.163, -0.096], [0.368, 0.527, 0.284], [-0.707, 0.089, -0.279], [-0.849, -0.197, 0.964], [-0.147, -0.140, -0.190], [-0.571, 0.134, -0.224], [0.029, 0.690, -0.512], [-0.151, 0.342, 0.114]],
  "mulliken_charge": [-0.44, 0.02, 0.20, -0.53, 0.23, 0.17, -1.21, 0.42, -0.83, -0.54, 0.32, 0.21, 0.40, 0.34, 0.44, 0.34, -0.19, 0.34, -0.91, 0.47, -1.36, -0.29, 0.07, 0.48, 0.05, 0.34, 0.46, 0.18, 0.41, 0.22, -1.08, 0.82, -0.67, -0.63, 0.09, 0.28, 0.46, -0.08, -0.62, 0.51, 0.41, 0.35, -1.53, 0.45, -0.40, -0.58, 0.32, 0.42, 0.40, 0.11, 0.77, 0.11, -0.45, 0.35, -0.58, 0.77, -1.70, -0.67, 0.25, -0.18, 0.34, 0.11, 0.44, 0.37, 0.37, 0.15, -1.60, 0.81, -0.68, -0.55, 0.39, 0.37, 0.38, -0.08, -0.04, 0.53, 0.11, 0.28, -0.53, 1.22, -1.61, -0.64, 0.29, -0.33, 0.33, -0.24, 0.40, 0.36, 0.34, 0.40, -1.00, 0.65, -0.85, -0.61, 0.55, -0.38, 0.53, 0.09, 0.53, -0.14, 0.35, 0.35, -0.39, 0.37, -1.46, 0.86, 0.10, -0.12, 0.35, 0.43, 0.29, 0.19, 0.39, -0.52, -1.38, 1.19, -1.54, -0.09, 0.03, 0.47, 0.34, 0.08, 0.30, 0.41, 0.25, -0.21, -0.60, 1.44, 0.96, 0.30, -0.20, 0.38, -0.33, 0.03, -0.35, -0.72, -0.21, -0.37],
  "homo_ha": -0.3605,
  "de_lowest_kj_mol": 0.0,
  "homo_lumo_gap_ev": 10.036
}